# CH2ClNS

2 unconnected molecules or ions with the total composition CH2ClNS (wB97M-V/def2-TZVPD, the OMol25 dataset).

Structure (XYZ):
```
6
Properties=species:S:1:pos:R:3:forces:R:3
Cl 1.0280 2.4680 0.3596 0.4 0.3 -0.1
S 0.9562 -0.0503 -2.4949 0.4 0.2 0.3
N 0.1173 1.1009 0.7110 -3.2 1.5 -4.9
C 0.0528 -0.0676 -1.2474 -0.4 0.8 1.2
H 0.5917 0.6518 1.3760 2.8 -2.6 3.2
H -0.9918 -0.3076 -1.1189 0.0 -0.2 0.3
```
Forces are in eV/Å.

## Properties
HOMO level (spin up / spin down): -8.115 / -8.981 eV
Calculated total energy: -25912.2763 eV
Energy relative to the best compared isomer or geometry (same formula, charge and spin): 446.4 kJ/mol
LUMO level (spin up / spin down): -1.0 / -0.8 eV
Total charge: 0
HOMO-LUMO gap (spin up / spin down): 7.11 / 8.23 eV

Per-atom Löwdin charges, elementary charge units: 0.4516, 0.7309, -0.4805, -0.5944, -0.1039, -0.0037



# CH2ClNSi

A single CH2ClNSi molecule (wB97M-V/def2-TZVPD, the OMol25 dataset).

Structure (XYZ):
```
6
Properties=species:S:1:pos:R:3:forces:R:3
Cl -1.6256 -0.5654 -1.0934 0.1 -0.1 -0.1
Si 0.2573 0.1176 -0.6252 -2.5 -1.7 3.3
N -0.1177 -0.1755 2.6047 0.3 -0.1 -1.2
C 0.1077 -0.1604 1.4664 0.5 0.7 -1.8
H 0.2031 1.4451 -1.0052 0.4 2.0 -0.1
H 1.1753 -0.6614 -1.3472 1.2 -0.8 -0.2
```
Forces are in eV/Å.

## Properties
HOMO level: -11.796 eV
Calculated total energy: -22959.5771 eV
SMILES string: N#C[SiH2]Cl
Energy relative to the best compared isomer or geometry (same formula, charge and spin): 0.0 kJ/mol
LUMO level: 0.1 eV
Total charge: 0
HOMO-LUMO gap: 11.85 eV

Per-atom Löwdin charges, elementary charge units: 0.2159, 0.3046, 0.0160, -0.3449, -0.1009, -0.0908



# CH2ClO2S

2 unconnected molecules or ions with the total composition CH2ClO2S (wB97M-V/def2-TZVPD, the OMol25 dataset).

Structure (XYZ):
```
7
Properties=species:S:1:pos:R:3:forces:R:3
Cl 4.5487 -1.5526 -0.2748 -0.1 0.0 0.0
S -1.2251 0.8159 -0.0799 -2.5 -3.3 -1.6
O -2.3767 0.6674 0.7915 0.4 1.6 0.5
O -1.5411 1.1506 -1.4576 0.9 0.4 0.9
C -0.1711 -0.4741 0.2730 0.2 2.5 -1.8
H 0.6361 -0.5333 -0.4499 0.3 -0.3 0.0
H 0.1292 -0.0739 1.1978 0.8 -0.8 2.1
```
Forces are in eV/Å.

## Properties
HOMO level (spin up / spin down): -3.720 / -3.721 eV
Calculated total energy: -28520.6656 eV
Energy relative to the best compared isomer or geometry (same formula, charge and spin): 185.4 kJ/mol
LUMO level (spin up / spin down): 0.2 / 0.2 eV
Total charge: -1
HOMO-LUMO gap (spin up / spin down): 3.92 / 3.90 eV

Atom charges from the Löwdin analysis, given in e for atoms 1 to 6: -0.9827, 0.7504, -0.3765, -0.3517, -0.0766, 0.0405



# CH2F2N2

2 unconnected molecules or ions with the total composition CH2F2N2 (wB97M-V/def2-TZVPD, the OMol25 dataset).

Structure (XYZ):
```
7
Properties=species:S:1:pos:R:3:forces:R:3
F 2.0536 0.7955 0.5943 -2.1 -0.4 0.3
F 0.6602 -0.0353 2.0032 -0.3 -0.6 2.0
N -0.0922 0.1075 -0.0979 0.5 1.3 0.8
N -1.3540 -1.1704 -1.3196 0.1 -0.8 -0.5
C 0.7583 0.3013 0.7981 1.8 0.7 -3.9
H 0.0040 0.5209 -1.0404 0.8 -0.4 1.0
H -2.0299 -0.5195 -0.9376 -0.7 0.3 0.2
```
Forces are in eV/Å.

## Properties
HOMO level (spin up / spin down): -9.996 / -10.097 eV
Calculated total energy: -9479.3787 eV
Energy relative to the best compared isomer or geometry (same formula, charge and spin): 408.9 kJ/mol
LUMO level (spin up / spin down): -0.5 / -0.6 eV
Total charge: 0
HOMO-LUMO gap (spin up / spin down): 9.48 / 9.51 eV

Atom charges from the Löwdin analysis, given in e for atoms 1 to 6: 0.0660, 0.2236, 0.1185, 0.0705, -0.4811, 0.0964



# CH2F2N2

A single CH2F2N2 molecule (wB97M-V/def2-TZVPD, the OMol25 dataset).

Structure (XYZ):
```
7
Properties=species:S:1:pos:R:3:forces:R:3
F 0.6924 -1.3322 0.0004 0.4 -1.0 0.1
F 2.3772 0.3936 0.0517 0.3 -0.1 -0.2
N 1.0883 0.9060 -0.0640 -1.6 -0.7 0.1
N -1.0782 -0.0471 -0.1012 -3.4 2.2 0.2
C 0.2663 -0.1028 -0.0606 0.7 0.5 0.5
H -1.8244 -0.7249 0.2054 2.4 0.4 -0.4
H -1.5216 0.9074 -0.0317 1.2 -1.4 -0.3
```
Forces are in eV/Å.

## Properties
HOMO level: -9.687 eV
Calculated total energy: -9482.2435 eV
SMILES string: N/C(F)=N/F
Energy relative to the best compared isomer or geometry (same formula, charge and spin): 132.5 kJ/mol
LUMO level: 0.6 eV
Total charge: 0
HOMO-LUMO gap: 10.33 eV

Atom charges from the Löwdin analysis, given in e for atoms 1 to 6: 0.1344, -0.1001, 0.0826, 0.1303, -0.5230, 0.1418



# CH2F2N2O

A molecular structure, CH2F2N2O (wB97M-V/def2-TZVPD, the OMol25 dataset).

Structure (XYZ):
```
8
Properties=species:S:1:pos:R:3:forces:R:3
F -2.2748 0.0897 0.2723 -1.4 0.9 0.1
F -1.1005 -1.5118 -0.4934 0.3 0.5 0.9
O -0.2618 1.7282 -0.1468 -0.5 1.5 -0.3
N -1.1828 -0.5704 0.6228 2.8 0.4 -1.6
N 1.1835 -0.0302 -0.1280 2.7 1.3 -1.7
C 0.0833 0.6412 0.0577 -2.5 -2.8 1.2
H 1.9996 0.4255 -0.5479 -0.9 0.5 0.0
H 1.5535 -0.7723 0.3633 -0.5 -2.2 1.5
```
Forces are in eV/Å.

## Properties
HOMO level: -9.943 eV
Calculated total energy: -11527.6960 eV
Energy relative to the best compared isomer or geometry (same formula, charge and spin): 224.8 kJ/mol
LUMO level: 0.5 eV
Total charge: 0
HOMO-LUMO gap: 10.42 eV

Atom charges from the Löwdin analysis, given in e for atoms 1 to 6: -0.0346, -0.1165, 0.1625, 0.0146, 0.1898, -0.4461